Entry 1:
{"formula": "C5H32N3O8", "method": "ωB97M-V/def2-TZVPD", "species": ["N", "C", "C", "N", "C", "C", "C", "N", "H", "H", "H", "H", "H", "H", "H", "H", "H", "H", "H", "H", "H", "H", "H", "H", "H", "H", "O", "H", "H", "O", "H", "H", "O", "H", "H", "O", "H", "H", "O", "H", "H", "O", "H", "H", "O", "H", "H", "O"], "positions_angstrom": [[-0.367238, 2.783852, -0.803088], [-1.359217, 2.316120, 0.233882], [-2.408995, 1.349584, -0.468925], [-1.754724, 0.450493, -1.416297], [-1.516224, -1.047851, -1.159962], [-2.595937, -1.806790, -0.449449], [-1.205735, -1.608088, -2.568850], [0.167382, -1.275721, -3.028068], [-0.772478, 3.468761, -1.463276], [-0.009552, 1.990688, -1.459902], [0.479989, 3.097663, -0.326731], [-1.803743, 3.216826, 0.689090], [-0.773952, 1.771510, 0.858394], [-3.105019, 2.070939, -1.093605], [-3.034842, 0.851985, 0.398826], [-2.120481, 0.652576, -2.318943], [-0.583472, -0.923515, -0.457694], [-3.061625, -2.696754, -0.921385], [-2.149285, -2.367276, 0.477035], [-3.494171, -1.070501, -0.179391], [-1.315381, -2.727178, -2.580632], [-2.031421, -1.263167, -3.246488], [0.304544, -1.563055, -3.944684], [0.463200, -0.377683, -2.792748], [3.220064, -0.355860, -0.572106], [2.075226, 0.201521, 0.203716], [2.736903, 0.442689, -0.432482], [1.243639, -2.340453, -0.800708], [1.805816, -3.333577, 0.249527], [1.582387, -2.401198, 0.128248], [3.209951, 3.748280, -0.513376], [2.650076, 2.155079, -0.413988], [2.430655, 3.066612, -0.677618], [1.869894, -0.369876, 2.553396], [1.295919, -1.136559, 1.279621], [1.307163, -0.284680, 1.692353], [3.585080, -0.389734, 4.131272], [2.250431, -1.015046, 4.621508], [2.843578, -0.773720, 3.798571], [-1.686500, -0.450273, 1.712690], [-0.393037, -0.524728, 2.455375], [-1.363071, -0.485012, 2.559658], [-0.857925, -1.744340, 3.641668], [-0.728725, -1.892333, 5.161962], [-0.117211, -1.706201, 4.278413], [2.120389, 0.738776, -2.118334], [1.548946, 2.234767, -2.318204], [1.418708, 1.322464, -2.598267]], "forces_ev_per_angstrom": [[-0.246, -0.980, -1.299], [-1.838, 0.572, -2.964], [-1.131, 1.366, 0.523], [-0.341, -0.301, 1.091], [1.930, 2.155, -0.146], [-1.898, -0.492, 2.521], [0.529, -0.748, 0.040], [-1.864, -1.979, 2.430], [0.443, -0.022, 0.709], [-0.899, 0.461, 1.210], [0.295, 0.707, -0.335], [0.140, -0.639, -0.031], [1.485, -1.484, 2.421], [0.991, -1.579, 1.370], [1.081, 0.934, -1.833], [-0.329, -0.461, -0.699], [-1.378, -1.060, -1.439], [0.313, 0.901, -0.639], [-0.950, 1.579, -1.181], [1.917, -1.840, -0.142], [0.189, 0.965, 0.252], [0.575, 0.014, 0.402], [0.517, -0.160, -1.832], [0.200, 1.729, -0.212], [0.835, -0.852, -0.054], [-0.940, -0.290, 1.478], [0.597, 0.793, -1.117], [0.293, -0.010, 0.805], [-0.019, 0.157, 0.091], [-0.291, -0.375, -1.393], [-2.380, -2.637, -0.354], [0.919, 0.190, 0.064], [1.551, 2.792, 0.411], [-0.710, 0.048, -1.523], [0.149, -1.424, -0.288], [0.311, 1.396, 1.885], [3.413, 1.812, 1.477], [1.556, 0.612, -2.517], [-5.085, -2.493, 1.144], [-1.391, 0.001, -3.183], [-0.046, 0.506, -0.130], [0.938, 0.149, 2.443], [0.456, 0.146, 0.045], [2.764, 0.744, -3.117], [-2.701, -1.417, 3.988], [-1.632, 1.895, -0.694], [1.056, -0.100, -0.104], [0.633, -1.281, 0.427]], "fmax_ev_per_a": 5.78, "relative_energy_kj_mol": 161.10, "homo_energy_ev": -11.897, "charge": 1, "orbital_gap_ev": 9.448}

Entry 2:
{"formula": "C33H81I2NO30P7", "method": "ωB97M-V/def2-TZVPD", "species": ["C", "C", "I", "C", "I", "N", "C", "C", "C", "C", "C", "O", "C", "C", "C", "O", "C", "H", "H", "H", "H", "H", "H", "H", "H", "H", "H", "H", "H", "H", "H", "H", "H", "H", "H", "C", "O", "P", "O", "O", "C", "O", "C", "H", "H", "H", "H", "H", "H", "H", "H", "H", "C", "O", "P", "O", "O", "C", "O", "C", "H", "H", "H", "H", "H", "H", "H", "H", "H", "C", "O", "P", "O", "O", "C", "O", "C", "H", "H", "H", "H", "H", "H", "H", "H", "H", "C", "O", "P", "O", "O", "C", "O", "C", "H", "H", "H", "H", "H", "H", "H", "H", "H", "C", "O", "P", "O", "O", "C", "O", "C", "H", "H", "H", "H", "H", "H", "H", "H", "H", "C", "O", "P", "O", "O", "C", "O", "C", "H", "H", "H", "H", "H", "H", "H", "H", "H", "C", "O", "P", "O", "O", "C", "O", "C", "H", "H", "H", "H", "H", "H", "H", "H", "H"], "positions_angstrom": [[-0.438059, 2.439635, -1.798560], [-0.619851, 1.047572, -0.941243], [-0.747492, -0.764516, -2.170920], [0.526496, 0.842213, 0.245818], [-0.486225, -0.367418, 1.812432], [1.817073, 0.230034, -0.249266], [2.523725, -0.891885, 0.202219], [3.892792, -1.228433, -0.698756], [3.860296, -2.857776, -0.870112], [4.742876, -3.569189, 0.510541], [4.815219, -5.295245, 0.484178], [6.077503, -4.283684, 0.159281], [3.272513, -0.586537, -2.113452], [4.250566, -0.478406, -3.421703], [3.309491, -0.871570, -4.745303], [2.280767, -0.049646, -5.084431], [2.651123, 0.763022, -1.421979], [0.189470, 2.142366, -2.769541], [0.191460, 3.254756, -1.224520], [-1.474044, 2.842703, -2.186090], [-1.673234, 1.145068, -0.387792], [0.749922, 1.895587, 0.742097], [2.244225, -1.578812, 1.107640], [4.858717, -0.707997, -0.255444], [2.744576, -3.196142, -0.740268], [4.390137, -3.265642, -1.830618], [4.606972, -3.005311, 1.625012], [5.685242, -5.981687, 0.800705], [4.412910, -5.236635, 1.609348], [2.349690, -1.222834, -2.498186], [5.193697, -1.170268, -3.403613], [4.519187, 0.674074, -3.571245], [3.462982, -1.845784, -5.389350], [3.608349, 1.240390, -0.891583], [2.213942, 1.624668, -2.081095], [-0.764177, -6.145349, 4.174492], [0.503333, -5.972879, 4.769563], [1.694330, -6.956190, 4.310145], [1.489934, -7.670744, 3.012274], [1.910144, -7.917279, 5.586045], [0.913622, -8.874784, 5.861599], [2.979220, -5.989923, 4.364301], [4.238189, -6.586440, 4.138588], [-1.259687, -7.020229, 4.602155], [-1.367812, -5.258954, 4.382251], [-0.677534, -6.256221, 3.090606], [0.433348, -9.230603, 4.945211], [0.161874, -8.436848, 6.522205], [1.374961, -9.728319, 6.367187], [4.210483, -7.237257, 3.260762], [4.538737, -7.161618, 5.018144], [4.974284, -5.796677, 3.967672], [7.780488, -2.075138, 1.422128], [7.699926, -1.834027, 2.809865], [7.896028, -0.320532, 3.326893], [7.719871, 0.750981, 2.298466], [9.341527, -0.344395, 4.039739], [10.478005, -0.455286, 3.213954], [6.880337, -0.247426, 4.572112], [6.902743, 0.931548, 5.347547], [8.824540, -2.051977, 1.100786], [7.368556, -3.066099, 1.218301], [7.199273, -1.338936, 0.861055], [10.319805, 0.027613, 2.245026], [10.715111, -1.510777, 3.062184], [11.323584, 0.029492, 3.710905], [6.885683, 1.819136, 4.709735], [7.795966, 0.943841, 5.977451], [6.019434, 0.944116, 5.991272], [6.119338, 3.473172, 2.183159], [5.601391, 4.200396, 3.275548], [4.777383, 5.549427, 2.963191], [4.263827, 5.694625, 1.566047], [5.770164, 6.724092, 3.445620], [6.919924, 6.970895, 2.669128], [3.648690, 5.536980, 4.109245], [2.818639, 6.674606, 4.202003], [7.004540, 3.976841, 1.787461], [6.404045, 2.478342, 2.533146], [5.369628, 3.359410, 1.396012], [6.741726, 6.764154, 1.609626], [7.742255, 6.348847, 3.029879], [7.198747, 8.023355, 2.776640], [2.446120, 6.967876, 3.217051], [3.373443, 7.502494, 4.650969], [1.966444, 6.434942, 4.843175], [0.595604, -2.168090, -7.032489], [-0.031876, -1.791186, -8.238577], [0.722063, -2.131258, -9.621461], [1.789111, -3.176501, -9.545902], [1.219741, -0.691913, -10.149469], [2.277429, -0.069390, -9.456965], [-0.502670, -2.473681, -10.606509], [-0.188927, -2.693455, -11.964833], [1.414332, -1.480056, -6.808581], [-0.141309, -2.116312, -6.227806], [0.971938, -3.192687, -7.088892], [2.973209, -0.804046, -9.040782], [1.871333, 0.546908, -8.651624], [2.824584, 0.573366, -10.152996], [0.662257, -3.372035, -12.064435], [0.036172, -1.741165, -12.451919], [-1.055920, -3.142440, -12.456270], [-8.162889, -3.590160, -2.301381], [-6.764882, -3.651872, -2.121925], [-5.999177, -2.304700, -1.680038], [-6.853759, -1.229982, -1.087160], [-5.189788, -1.872822, -3.005391], [-5.932393, -1.370241, -4.092474], [-4.840497, -2.867176, -0.716387], [-3.887332, -1.936133, -0.251184], [-8.394784, -3.093628, -3.246645], [-8.553578, -4.609822, -2.331177], [-8.642377, -3.062125, -1.473203], [-6.821044, -0.827873, -3.756057], [-6.232019, -2.196825, -4.740778], [-5.300578, -0.683558, -4.663656], [-4.374581, -1.032175, 0.123456], [-3.196456, -1.678551, -1.058103], [-3.320046, -2.393257, 0.563679], [-9.228159, 1.798537, 5.444826], [-9.096872, 0.829312, 4.428066], [-8.110634, 1.154831, 3.196070], [-7.104756, 2.236555, 3.430406], [-9.114113, 1.418426, 1.962483], [-9.869187, 2.608184, 1.974276], [-7.493631, -0.291531, 2.857118], [-6.669295, -0.383748, 1.715301], [-9.859499, 2.619488, 5.096555], [-9.701217, 1.330080, 6.310851], [-8.251303, 2.181080, 5.751456], [-9.327151, 3.423735, 2.462244], [-10.813652, 2.433828, 2.494755], [-10.082763, 2.900477, 0.941840], [-5.935202, 0.425990, 1.696900], [-7.283013, -0.349409, 0.811449], [-6.138577, -1.338922, 1.742784], [-6.595698, 6.202912, -2.403864], [-5.852853, 6.093040, -1.209484], [-6.661520, 5.865747, 0.165593], [-8.064559, 5.367028, 0.025609], [-6.517230, 7.276650, 0.931573], [-7.235102, 8.376413, 0.420710], [-5.672455, 4.903257, 0.991976], [-6.030720, 4.610802, 2.325353], [-7.062591, 7.189060, -2.461873], [-5.913262, 6.083360, -3.248391], [-7.358777, 5.422806, -2.465112], [-8.176639, 8.063115, -0.040152], [-6.622480, 8.898719, -0.317669], [-7.460787, 9.062577, 1.242426], [-7.084071, 4.326725, 2.393617], [-5.838454, 5.479853, 2.959831], [-5.418116, 3.776924, 2.677687]], "forces_ev_per_angstrom": [[0.933, -0.878, -1.325], [-0.638, 1.718, 1.272], [0.185, 0.981, 0.386], [-1.154, 1.125, -0.188], [0.945, 0.570, -0.766], [2.913, -3.985, 0.823], [-0.432, 2.414, -0.894], [-3.057, -0.629, -0.973], [1.450, -0.402, 2.742], [1.453, -2.075, -3.213], [0.351, 2.111, 2.486], [-4.629, 3.334, 2.797], [-0.601, -0.127, 0.447], [-0.966, 0.887, -0.909], [-4.579, 4.249, -0.955], [6.513, -5.074, 2.327], [2.465, 1.355, -0.519], [-1.378, 0.878, 2.001], [-1.548, -1.625, -0.946], [2.138, -0.810, 1.063], [2.529, -0.458, -1.099], [-0.245, -2.295, -1.107], [0.012, 1.743, -1.778], [-2.020, -1.072, -1.015], [2.272, 0.394, -0.558], [-1.157, 0.865, 1.916], [0.648, -1.845, -3.126], [-1.738, -0.467, -1.522], [1.589, 0.183, -0.799], [1.806, 1.084, 1.318], [-1.827, 1.426, 0.223], [-0.255, -2.649, 0.210], [-0.069, 1.803, 1.331], [-2.091, -0.621, -1.129], [0.202, -2.142, 1.332], [-0.898, -0.017, -0.502], [1.592, -0.279, -0.159], [-0.048, -0.534, -0.574], [0.121, 1.013, 1.716], [0.748, 1.156, -1.016], [-0.685, -0.724, 0.236], [-1.656, -0.171, 0.257], [0.876, -0.469, -0.037], [-0.051, 0.069, -0.134], [0.194, -0.089, 0.131], [-0.017, -0.127, 0.135], [0.082, 0.006, 0.055], [0.009, -0.040, -0.019], [-0.008, 0.242, -0.110], [-0.015, -0.012, 0.069], [0.018, 0.006, -0.122], [-0.230, -0.005, 0.085], [0.056, -0.437, -0.913], [-0.308, 1.280, 1.104], [0.050, 0.322, 0.217], [0.217, -1.483, 0.966], [-1.710, 0.332, 0.124], [0.880, -0.072, -0.540], [0.840, -1.037, -1.538], [0.058, 0.921, 0.704], [-0.103, 0.082, -0.122], [0.215, 0.244, 0.241], [0.165, 0.070, 0.002], [0.016, 0.008, 0.090], [0.018, 0.044, -0.012], [-0.250, -0.091, -0.025], [0.008, -0.031, 0.088], [-0.077, 0.061, -0.066], [0.125, -0.147, -0.208], [0.324, -0.767, -0.645], [-1.173, 1.212, 0.441], [-0.355, 0.202, -0.359], [0.759, -0.348, 1.638], [-1.458, -0.676, 0.176], [0.804, 0.232, -0.501], [1.535, -0.767, -0.801], [-0.594, 0.889, 0.130], [-0.063, -0.120, -0.094], [0.014, 0.314, -0.002], [0.091, 0.159, -0.013], [-0.017, 0.051, 0.077], [-0.002, 0.027, -0.036], [-0.138, -0.215, 0.049], [0.046, -0.001, 0.067], [-0.083, -0.027, -0.075], [0.232, -0.120, -0.100], [0.412, -0.378, 0.717], [0.000, -0.233, -1.434], [0.254, -0.768, -0.352], [-1.280, 1.486, 0.172], [-0.785, -1.147, -0.284], [0.640, 0.448, 0.375], [0.693, 0.650, 1.742], [0.224, -0.124, -1.052], [-0.105, -0.087, 0.070], [-0.014, 0.128, -0.202], [0.018, 0.094, -0.047], [-0.033, 0.022, -0.077], [0.042, -0.008, 0.013], [-0.180, -0.160, 0.066], [-0.056, 0.062, 0.008], [0.022, -0.101, -0.001], [0.084, 0.088, 0.264], [-1.147, -0.043, -0.004], [1.465, 0.911, 0.701], [-0.579, 0.246, 0.267], [1.108, -1.484, -1.143], [0.274, -0.369, 1.543], [-0.499, 0.362, -0.799], [-1.190, -0.206, -1.037], [0.563, 0.535, 0.191], [-0.096, -0.016, 0.096], [0.243, 0.103, -0.027], [0.054, 0.023, -0.167], [0.096, -0.013, -0.004], [-0.008, 0.053, 0.006], [-0.051, -0.166, 0.176], [0.037, -0.009, -0.025], [-0.154, 0.005, 0.161], [-0.187, -0.085, -0.135], [-0.028, 0.587, 0.812], [0.951, -0.408, -1.224], [0.351, -0.036, -0.125], [-1.395, -1.421, -0.024], [1.289, -0.905, 0.616], [-0.574, 0.822, -0.106], [-1.133, 1.190, 1.176], [0.249, 0.009, -0.966], [0.076, 0.025, 0.110], [0.012, -0.066, -0.241], [-0.130, 0.047, -0.098], [-0.037, -0.035, -0.109], [0.017, 0.025, 0.013], [0.147, -0.103, 0.209], [-0.004, 0.031, 0.018], [0.261, 0.003, 0.223], [-0.220, 0.077, 0.145], [-0.484, -0.060, -0.860], [-0.028, -0.450, 1.418], [-0.525, -0.668, 0.354], [1.746, 0.793, -0.023], [0.278, -1.428, 0.062], [-0.461, 0.734, -0.274], [-0.293, 1.271, -1.817], [-0.250, -0.097, 1.134], [-0.052, -0.103, -0.092], [0.045, 0.062, 0.227], [0.006, 0.173, 0.051], [0.052, 0.009, 0.073], [-0.044, 0.016, 0.004], [0.102, -0.201, -0.109], [0.293, 0.009, 0.006], [-0.038, 0.000, -0.023], [-0.217, 0.178, -0.260]], "fmax_ev_per_a": 8.58, "relative_energy_kj_mol": 710.54, "homo_energy_ev": -11.180, "charge": 1, "orbital_gap_ev": 6.572}